Record 1
This record from OMol25 describes a 3-piece molecular cluster, C35H69I2N2O4S overall. The level of theory is the ωB97M-V functional and the def2-TZVPD basis.

Geometry as XYZ:
```
113
Properties=species:S:1:pos:R:3:lowdin_charge:R:1
C -3.5905 0.3563 0.5896 0.11
C -2.4488 -0.0194 0.4733 -0.14
C -1.0203 -0.2457 0.3491 -0.17
C -0.2002 0.5109 1.4533 -0.20
C -0.9359 0.6035 2.7888 -0.13
C -0.7362 -0.7346 3.5624 -0.14
C 0.0193 -0.5902 4.8843 -0.36
C 0.1476 -1.9384 5.6185 -0.05
C 1.3700 0.1247 4.8102 -0.18
C 2.4708 -0.5322 3.9687 -0.18
C 3.8224 -0.0708 4.4751 -0.07
C 4.9739 -0.1271 3.8293 -0.35
C 6.1772 0.5994 4.3788 -0.06
C 5.2132 -0.9030 2.5696 -0.05
C 0.4154 1.7891 0.8803 -0.67
S 1.4992 2.7353 2.0806 0.91
O -0.4337 2.6778 0.2594 -0.16
C -1.4822 3.2561 1.0283 -0.22
C -1.7503 4.6967 0.6177 -0.20
C -2.9549 5.1721 1.4493 -0.08
N 1.4165 1.4064 -0.1587 0.10
C 1.0941 0.1367 -0.9144 -0.28
O 1.9401 -0.8149 -0.3339 -0.05
C 1.5807 -2.1181 0.0986 -0.17
C 2.8515 -2.8086 0.6035 -0.32
C 3.9444 -2.8746 -0.4487 -0.04
C 2.5388 -4.1621 1.2789 -0.37
C 2.4951 -4.0607 2.8091 -0.06
C 1.2415 -4.8408 0.8254 -0.06
C -0.4200 -0.0923 -1.1005 -0.38
N -0.5556 -1.3577 -1.8519 0.08
C -1.1695 0.9605 -2.0034 -0.54
I 0.1825 2.4160 -2.9575 1.13
C -1.9795 0.4008 -3.1958 -0.79
C -2.5876 1.5596 -4.0451 -0.26
I -3.6819 -0.8095 -2.6712 0.97
H -4.6122 0.5866 0.4384 0.04
H -0.8796 -1.3009 0.5823 0.13
H 0.6468 -0.1365 1.6750 0.11
H -0.5169 1.3646 3.4396 0.08
H -1.9862 0.8506 2.6930 0.10
H -1.7373 -1.0731 3.8317 0.12
H -0.3277 -1.5173 2.9185 0.11
H -0.6103 0.0318 5.5237 0.14
H 1.1409 -2.3650 5.5195 0.07
H -0.6361 -2.6275 5.3177 0.08
H 0.0171 -1.7411 6.6802 0.08
H 1.2724 1.1637 4.5090 0.07
H 1.7434 0.1681 5.8340 0.12
H 2.3921 -0.2201 2.9231 0.08
H 2.4019 -1.6202 3.9972 0.08
H 3.8316 0.3877 5.4548 0.11
H 6.9934 -0.1199 4.4512 0.08
H 5.9763 1.0607 5.3366 0.08
H 6.4998 1.3284 3.6361 0.08
H 4.8900 -1.9379 2.6342 0.07
H 6.2616 -0.9040 2.2868 0.08
H 4.6792 -0.4175 1.7466 0.08
H 0.6411 3.1576 3.0168 -0.10
H -2.3989 2.6960 0.8326 0.11
H -1.3434 3.2329 2.1070 0.10
H -1.9562 4.7509 -0.4457 0.11
H -0.8774 5.2751 0.9176 0.11
H -3.8449 4.6581 1.0932 0.08
H -2.7928 4.8441 2.4745 0.07
H -3.0619 6.2473 1.4162 0.08
H 1.6442 2.1893 -0.7846 0.09
H 2.2794 1.2222 0.3687 0.15
H 1.5009 0.3075 -1.9127 0.10
H 0.8861 -2.1701 0.9357 0.11
H 1.2300 -2.7260 -0.7264 0.11
H 3.2150 -2.1433 1.3893 0.09
H 3.6781 -3.4593 -1.3279 0.09
H 4.2700 -1.8789 -0.7344 0.07
H 4.8162 -3.3423 0.0072 0.09
H 3.3574 -4.8456 1.0533 0.13
H 1.5620 -3.6242 3.1656 0.07
H 2.5857 -5.0677 3.2107 0.09
H 3.3360 -3.4891 3.1971 0.06
H 1.1445 -5.8484 1.2135 0.09
H 1.1606 -4.8620 -0.2608 0.08
H 0.3769 -4.2696 1.1671 0.07
H -0.6981 -2.1417 -1.2337 0.09
H 0.2871 -1.4918 -2.4028 0.10
H -1.8425 1.6137 -1.4641 0.06
H -1.3532 -0.1422 -3.8873 0.06
H -2.8175 2.4387 -3.4485 0.06
H -3.5337 1.2411 -4.4676 0.02
H -1.9637 1.7864 -4.9015 0.05
C 1.9591 -1.9945 -6.8861 -0.06
C 1.3963 -0.8421 -6.0714 -0.49
C 1.7945 0.5044 -6.6595 -0.06
O 1.8549 -0.9383 -4.7140 -0.09
H 3.0518 -1.9597 -6.8954 0.08
H 1.6687 -2.9506 -6.4498 0.08
H 1.6040 -1.9602 -7.9162 0.09
H 0.3083 -0.9178 -6.0344 0.13
H 2.8819 0.6189 -6.6611 0.09
H 1.3848 1.3184 -6.0594 0.05
H 1.4349 0.6121 -7.6829 0.09
H 2.8159 -0.8754 -4.7269 0.09
C -6.6500 2.4086 -2.3406 -0.07
C -7.2270 2.3620 -3.7487 -0.49
C -8.5738 1.6568 -3.7742 -0.06
O -6.3136 1.7041 -4.6261 -0.07
H -6.4875 1.3952 -1.9613 0.06
H -5.6824 2.9145 -2.3410 0.07
H -7.3181 2.9331 -1.6554 0.08
H -7.3393 3.3773 -4.1303 0.14
H -8.4708 0.6215 -3.4370 0.08
H -8.9704 1.6291 -4.7889 0.08
H -9.2974 2.1595 -3.1310 0.08
H -6.2001 0.8024 -4.3073 0.05
```

The calculation puts the energy relative to the best compared isomer or geometry (same formula, charge and spin) at 0.0 kcal/mol. As for the multiplicity: 1. The calculation puts the LUMO energy at -2.44 eV. As for the total energy: -2778.67392 a.u. As for the total charge: +1. The HOMO energy comes out at -11.0 eV. The HOMO-LUMO gap is 8.53 eV.


Record 2
This record from OMol25 describes a 5-piece molecular cluster, C35H70IN4O10 overall. The level of theory is the ωB97M-V functional and the def2-TZVPD basis.

Geometry as XYZ:
```
120
Properties=species:S:1:pos:R:3:lowdin_charge:R:1
C -4.1803 -2.0749 1.0167 -0.16
C -4.9535 -0.8388 1.7733 -0.27
C -6.5353 -1.3455 1.9661 -0.22
C -7.2308 -0.3019 3.0359 -0.22
C -8.2539 0.7376 2.2176 -0.21
C -7.4063 1.9084 1.3845 -0.19
C -8.3065 3.2806 1.4668 -0.21
C -7.3984 4.6616 1.5362 -0.22
C -6.6024 4.8757 2.9533 -0.20
C -5.0687 4.2977 2.9857 -0.23
C -4.1543 4.6723 1.6779 -0.21
C -2.6990 5.3476 2.0144 -0.21
C -1.8415 4.6052 3.1971 -0.13
C -0.6361 3.6247 2.6765 -0.09
N -0.6118 2.4217 1.7600 0.14
C 0.8907 2.0815 1.8576 -0.29
N 1.5613 1.0382 1.2675 -0.42
I 3.5618 0.5806 1.4668 1.25
N 1.6518 3.0420 2.7442 0.02
N 0.7394 3.9960 3.2503 0.02
H -4.6513 -2.2398 -0.0426 0.08
H -3.0394 -1.7854 0.8729 0.07
H -4.1897 -3.0291 1.7046 0.08
H -4.9906 0.1644 1.1651 0.10
H -4.5112 -0.6364 2.8506 0.11
H -7.1378 -1.3019 0.9559 0.11
H -6.5491 -2.4245 2.4695 0.12
H -6.3973 0.3991 3.5088 0.10
H -7.8136 -0.8621 3.8820 0.10
H -8.9648 1.1803 3.0364 0.10
H -8.9328 0.1185 1.4552 0.12
H -7.3348 1.5637 0.2676 0.12
H -6.3073 2.0425 1.7752 0.08
H -9.1352 3.2624 2.3195 0.11
H -8.8982 3.3456 0.4332 0.11
H -6.7279 4.6854 0.5775 0.10
H -8.1821 5.5566 1.4362 0.11
H -7.2093 4.2519 3.7702 0.12
H -6.6386 5.9999 3.3527 0.12
H -5.0304 3.1318 3.1843 0.10
H -4.5471 4.7909 3.9387 0.11
H -4.7303 5.4555 0.9865 0.12
H -3.9636 3.6861 1.0328 0.13
H -2.0432 5.2814 1.0198 0.12
H -2.8115 6.5170 2.2270 0.13
H -1.3147 5.4759 3.8212 0.12
H -2.4761 3.9988 3.9709 0.12
H 0.9841 0.3850 0.6596 0.10
H 2.6563 3.0859 3.0244 0.13
H 0.9535 4.7881 3.9237 0.18
O 5.0072 -1.1707 0.7386 -0.30
C 4.9745 -2.3956 0.6289 -0.49
O 6.0579 -3.0710 0.1869 0.01
C 6.1899 -4.5042 0.2057 -0.20
C 5.5688 -5.1196 -1.0324 -0.04
C 3.7052 -3.1512 0.8918 0.02
H 5.7902 -4.9252 1.1328 0.12
H 7.2649 -4.7155 0.2098 0.11
H 4.4948 -4.9224 -1.0842 0.07
H 5.7229 -6.2023 -1.0440 0.10
H 6.0127 -4.6900 -1.9366 0.06
H 3.0816 -3.1311 -0.0047 0.09
H 3.1729 -2.6592 1.7129 0.08
H 3.8641 -4.1809 1.2080 0.08
O 9.4911 -6.9400 0.9327 0.07
C 10.3388 -6.0538 1.0303 -0.50
O 11.3667 -6.1844 1.8972 0.00
C 12.5061 -5.3064 1.9504 -0.23
C 12.2140 -4.0952 2.8137 -0.07
C 10.1960 -4.7739 0.2607 0.00
H 12.8443 -5.0375 0.9455 0.12
H 13.3193 -5.8825 2.4053 0.13
H 11.3976 -3.4955 2.4024 0.07
H 13.1003 -3.4602 2.9003 0.08
H 11.9031 -4.4064 3.8165 0.08
H 9.5361 -4.0965 0.8073 0.09
H 9.7512 -5.0031 -0.7136 0.08
H 11.1429 -4.2784 0.0522 0.08
O 11.1264 -4.3688 -3.3961 0.08
C 10.1223 -3.8963 -3.9273 -0.50
O 8.9246 -3.9641 -3.3059 -0.02
C 7.7372 -3.2794 -3.7453 -0.23
C 6.9997 -4.0943 -4.7892 -0.06
C 10.1905 -3.3227 -5.3120 0.01
H 7.9692 -2.2663 -4.0864 0.12
H 7.0995 -3.1684 -2.8615 0.10
H 7.6057 -4.2409 -5.6872 0.07
H 6.0679 -3.5995 -5.0775 0.08
H 6.7648 -5.0907 -4.4006 0.08
H 10.1024 -4.1308 -6.0415 0.10
H 11.1606 -2.8293 -5.4353 0.10
H 9.4368 -2.5624 -5.5104 0.07
O -8.2457 5.1710 -1.6323 0.06
C -9.0001 6.1228 -1.4363 -0.51
O -10.2309 5.9230 -0.9160 -0.01
C -11.1090 6.9730 -0.4707 -0.23
C -11.9221 7.5224 -1.6258 -0.07
C -8.6061 7.5077 -1.8580 0.01
H -10.5554 7.7503 0.0639 0.11
H -11.7870 6.5194 0.2606 0.13
H -11.2829 7.9753 -2.3883 0.07
H -12.6302 8.2783 -1.2743 0.08
H -12.4793 6.7183 -2.1178 0.09
H -8.8375 7.6414 -2.9170 0.10
H -7.5273 7.6221 -1.7070 0.09
H -9.0788 8.2960 -1.2744 0.07
O -0.3521 -1.7689 -0.8845 0.06
C 0.0884 -2.0497 -1.9983 -0.50
O -0.4647 -3.0493 -2.7195 0.00
C -0.1561 -3.3292 -4.0974 -0.22
C 1.0674 -4.2173 -4.2065 -0.07
C 1.3041 -1.3536 -2.5353 0.01
H -0.0609 -2.4057 -4.6758 0.12
H -1.0222 -3.8609 -4.5062 0.13
H 1.9563 -3.7297 -3.7976 0.06
H 1.2641 -4.4765 -5.2507 0.09
H 0.9222 -5.1400 -3.6350 0.09
H 2.2003 -1.8394 -2.1429 0.08
H 1.2827 -0.3110 -2.2002 0.09
H 1.3478 -1.3213 -3.6227 0.08
```

The calculation puts the energy relative to the best compared isomer or geometry (same formula, charge and spin) at 143.5 kcal/mol. As for the multiplicity: 1. The calculation puts the LUMO energy at -2.96 eV. As for the total energy: -2644.13358 a.u. As for the total charge: +1. The HOMO energy comes out at -11.1 eV. The HOMO-LUMO gap is 8.17 eV.


no.,strongest force on any atom (eV/A)
1,1.9
2,8.1